Record 1
ORCA calculation (ωB97M-V/def2-TZVPD) on a cluster of 10 separate species, H20O10 in total at a distorted geometry.

* SMILES: O.O.O.O.O.O.O.O.O.O
* HOMO level: -10.7 eV
* ΔE to the lowest compared entry with this formula, charge and spin: 77.2 kcal/mol
* calculated total energy: -764.35882 hartree
* Kohn-Sham gap: 10.20 eV

Last column: Mulliken charge in e.
Atoms and positions in Å:
1 O -14.52851 2.04415 13.33642  -0.64
2 H -14.90508 1.44731 12.73328  0.25
3 H -14.35128 1.54565 14.14783  0.40
4 O -15.61179 1.07215 16.32074  -0.54
5 H -16.54788 1.05786 16.50989  0.29
6 H -15.55273 0.18661 16.08576  0.24
7 O -11.63457 0.84951 11.68849  -0.71
8 H -12.14634 0.57553 10.89435  0.32
9 H -12.02950 1.69312 11.90044  0.34
10 O -10.49000 0.80086 14.37591  -0.69
11 H -10.42717 0.01488 13.83554  0.28
12 H -10.65303 1.38441 13.67447  0.29
13 O -9.35459 1.87845 16.56278  -0.60
14 H -8.83170 1.31098 17.05561  0.33
15 H -9.61991 1.31241 15.83928  0.40
16 O -13.38580 -1.53385 16.89998  -0.78
17 H -13.81394 -2.30308 16.51548  0.34
18 H -13.55627 -0.81712 16.30421  0.35
19 O -15.72237 -1.12176 13.85642  -0.60
20 H -15.07118 -1.81173 13.59243  0.30
21 H -15.66828 -0.62972 13.02584  0.27
22 O -13.23971 0.36875 14.72923  -0.32
23 H -12.41681 0.92398 14.84596  0.27
24 H -13.02047 -0.18884 14.01900  0.32
25 O -12.58149 -1.36991 12.68941  -0.68
26 H -11.96565 -2.08817 12.69239  0.30
27 H -12.07768 -0.59842 12.35025  0.31
28 O -11.13020 -2.27566 15.63637  -0.67
29 H -11.34755 -2.37193 14.68788  0.22
30 H -11.91949 -2.01459 16.15030  0.44

***

Record 2
ORCA calculation (ωB97M-V/def2-TZVPD) on a cluster of 2 separate species, CH2Br2O3 in total.

* SMILES: O=C(O)O.BrBr
* HOMO level: -9.8 eV
* ΔE to the lowest compared entry with this formula, charge and spin: 1.4 kcal/mol
* calculated total energy: -5413.06935 hartree
* Kohn-Sham gap: 8.80 eV

Last column: Mulliken charge in e.
Atoms and positions in Å:
1 C -0.27630 0.20287 0.69823  0.71
2 O -0.98333 -0.67190 1.43943  -0.49
3 O -0.87139 1.38258 0.65966  -0.44
4 O 0.74898 -0.05598 0.15039  -0.45
5 Br 0.88911 -0.98754 -2.83306  -0.02
6 Br 2.74973 0.29265 -2.73534  0.00
7 H -0.55373 -1.53989 1.46376  0.35
8 H -1.70307 1.37722 1.15693  0.35

***

Record 3
ORCA calculation (ωB97M-V/def2-TZVPD) on an isolated molecule of C5H10O.

* SMILES: CC(C)CC=O
* HOMO level: -9.9 eV
* ΔE to the lowest compared entry with this formula, charge and spin: 8.1 kcal/mol
* calculated total energy: -271.73973 hartree
* Kohn-Sham gap: 10.89 eV

Last column: Mulliken charge in e.
Atoms and positions in Å:
1 C -1.23082 -0.88689 -0.42484  -1.56
2 C -0.24591 0.27797 -0.29637  0.85
3 C -0.92486 1.50744 0.30893  -1.55
4 C 0.95659 -0.16399 0.54874  -0.84
5 C 2.08185 -0.78937 -0.23780  0.01
6 O 1.99073 -1.15987 -1.38443  -0.47
7 H -2.05535 -0.63862 -1.10092  0.39
8 H -1.66259 -1.13500 0.55503  0.37
9 H -0.73098 -1.78144 -0.81226  0.36
10 H 0.11213 0.52681 -1.30358  0.27
11 H -0.27933 2.39276 0.26293  0.37
12 H -1.85286 1.74095 -0.22538  0.40
13 H -1.18035 1.33311 1.36203  0.34
14 H 1.36869 0.63215 1.18472  0.39
15 H 0.61436 -0.94142 1.24777  0.31
16 H 3.03868 -0.91460 0.31543  0.35

***

Record 4
ORCA calculation (ωB97M-V/def2-TZVPD) on a cluster of 3 separate species, C17H32ClFN5O7PS in total.

* SMILES: CCCOCN[C@@](Cc1ccccc1C)([C@@H](OC)S(=O)(=O)F)P(O)Cl.NC(N)=O.NC(N)=O
* HOMO level: -8.4 eV
* calculated total energy: -2767.11410 hartree
* Kohn-Sham gap: 8.92 eV

Last column: Mulliken charge in e.
Atoms and positions in Å:
1 C 2.93414 2.69564 -2.74782  -1.16
2 C 1.58360 2.03635 -2.45958  -0.05
3 C 1.34504 0.80492 -3.34182  -0.94
4 O 0.92247 -0.27006 -2.51276  0.34
5 C 0.86689 -1.50388 -3.19436  -1.39
6 N 0.02643 -2.45973 -2.53943  -0.07
7 C 0.22567 -2.82994 -1.13772  0.68
8 C -0.06654 -1.77239 -0.03759  -1.85
9 C -1.28278 -0.85626 -0.07534  0.67
10 C -1.79712 -0.26057 -1.22402  0.06
11 C -2.89114 0.58054 -1.18535  -1.28
12 C -3.50753 0.85624 0.02029  -0.84
13 C -2.99782 0.28537 1.17724  -0.79
14 C -1.90073 -0.55785 1.15236  1.11
15 C -1.41682 -1.09508 2.47987  -1.50
16 C -0.55046 -4.18980 -0.97733  -0.17
17 O -0.02561 -5.11901 -0.08458  -0.48
18 C -0.20349 -4.94731 1.32582  -0.48
19 S -2.33851 -3.98350 -0.84841  1.27
20 O -2.80449 -3.45789 -2.08899  -0.64
21 O -2.76900 -3.43251 0.38701  -0.55
22 F -2.71507 -5.50669 -0.82009  -0.25
23 P 2.00302 -3.47348 -0.79812  0.09
24 O 2.16488 -4.27862 -2.19414  -0.53
25 Cl 3.20178 -1.78249 -1.01645  -0.25
26 H 3.73155 1.96334 -2.60401  0.36
27 H 2.95305 3.07751 -3.76978  0.32
28 H 3.10831 3.52587 -2.06281  0.20
29 H 1.53203 1.69115 -1.42663  0.09
30 H 0.78903 2.76017 -2.64637  0.33
31 H 2.28356 0.51340 -3.83199  0.44
32 H 0.57835 1.00035 -4.10126  0.31
33 H 0.46909 -1.34526 -4.20526  0.45
34 H 1.88952 -1.87668 -3.32276  0.46
35 H -0.94597 -2.38657 -2.79871  0.46
36 H -0.09576 -2.31384 0.90562  0.47
37 H 0.81556 -1.12729 0.01848  0.62
38 H -1.33038 -0.41477 -2.18024  0.19
39 H -3.26700 1.02708 -2.09763  0.44
40 H -4.35637 1.52750 0.07244  0.42
41 H -3.47003 0.50795 2.12747  0.51
42 H -1.77821 -2.12050 2.60773  0.15
43 H -0.32752 -1.10221 2.52747  0.38
44 H -1.80899 -0.47737 3.28608  0.45
45 H -0.44926 -4.65924 -1.95873  0.84
46 H -0.88530 -4.14206 1.58172  0.12
47 H 0.76882 -4.74369 1.78104  0.31
48 H -0.58109 -5.88464 1.73308  0.25
49 H 1.59077 -3.91754 -2.89272  0.49
50 C -2.96452 2.05961 5.00952  0.59
51 O -2.64428 0.97944 4.54218  -0.59
52 N -2.81303 3.22317 4.30951  -0.37
53 N -3.49967 2.18545 6.26047  -0.43
54 H -3.07019 4.12297 4.66675  0.16
55 H -2.42696 3.15341 3.38601  0.22
56 H -3.62280 1.34458 6.79202  0.22
57 H -3.77095 3.06242 6.66122  0.15
58 C 4.19754 5.43471 0.09235  0.65
59 O 3.61057 5.47939 -0.97368  -0.64
60 N 5.33922 6.15049 0.33057  -0.40
61 N 3.76255 4.66123 1.13423  -0.37
62 H 5.83809 6.12577 1.19867  0.16
63 H 5.68251 6.72428 -0.41605  0.22
64 H 2.92958 4.12275 0.98792  0.21
65 H 4.23177 4.60568 2.01738  0.16